Record 1
83
Properties=species:S:1:pos:R:3 method="wB97M-V/def2-TZVPD" e_above_lowest_ev=1.238 orbital_gap_ev="6.372 / 6.372" total_charge=+1 multiplicity=1 e_tot_ev=-102455.89335 homo_energy_ha="-0.3846 / -0.3846"
Mo 1.4917 -0.7554 -0.0415
I 5.9974 -2.3230 -6.1167
C 4.6193 -2.1393 -4.5700
C 4.1648 -3.2710 -3.9123
C 3.2338 -3.1600 -2.8856
I 2.7056 -4.8567 -1.8192
C 2.7340 -1.9039 -2.5411
O 1.7754 -1.7725 -1.6100
C 3.2591 -0.7582 -3.1512
C 2.8767 0.5813 -2.5911
N 3.0305 0.5643 -1.1055
C 4.4187 0.2640 -0.6839
C 4.5210 -0.7603 0.4167
C 5.7047 -0.9420 1.1108
C 5.8076 -1.9916 2.0072
C 4.7289 -2.8430 2.1897
C 3.5682 -2.5838 1.4923
N 3.4665 -1.5617 0.6300
C 4.1916 -0.8810 -4.1680
H 4.5394 -4.2471 -4.1884
H 1.8403 0.8383 -2.8046
H 3.5132 1.3539 -3.0269
H 2.7592 1.4748 -0.7538
H 4.9605 1.1713 -0.4220
H 4.9382 -0.1750 -1.5360
H 6.5378 -0.2712 0.9411
H 6.7270 -2.1465 2.5582
H 4.7716 -3.6801 2.8729
H 2.6801 -3.1896 1.6149
H 4.5959 0.0083 -4.6381
O 2.0313 0.7155 1.3000
N 1.5801 -0.2761 2.0034
C 1.7138 -0.3439 3.2750
C 1.3577 -1.5603 3.9367
N 1.1183 -2.5681 4.4327
C 2.2982 0.7454 3.9985
N 2.7684 1.6334 4.5551
S -0.1455 0.8032 -0.9888
Sb -2.1363 1.5578 -0.0672
C -1.9040 3.5841 0.3939
C -2.7510 4.1926 1.3163
C -2.6273 5.5523 1.5665
C -1.6658 6.2973 0.8979
C -0.8237 5.6888 -0.0248
C -0.9401 4.3309 -0.2782
C -3.4767 1.4277 -1.6622
C -4.2797 2.5151 -1.9882
C -5.1765 2.4085 -3.0429
C -5.2706 1.2221 -3.7566
C -4.4659 0.1373 -3.4279
C -3.5616 0.2384 -2.3820
C -3.0812 0.7031 1.5892
C -4.2128 -0.0770 1.3715
C -4.9500 -0.5322 2.4548
C -4.5581 -0.2070 3.7452
C -3.4266 0.5715 3.9602
C -2.6882 1.0323 2.8826
H -3.5071 3.6186 1.8414
H -3.2824 6.0278 2.2853
H -1.5712 7.3574 1.0966
H -0.0774 6.2740 -0.5471
H -0.2809 3.8554 -0.9942
H -4.2078 3.4460 -1.4348
H -5.7984 3.2545 -3.3078
H -5.9719 1.1419 -4.5777
H -4.5371 -0.7843 -3.9911
H -2.9166 -0.6018 -2.1453
H -4.5362 -0.3201 0.3645
H -5.8266 -1.1455 2.2882
H -5.1345 -0.5640 4.5899
H -3.1220 0.8223 4.9686
H -1.8091 1.6454 3.0573
F -0.8210 -1.0550 2.4100
C -1.0526 -2.0078 1.4858
C -0.2428 -2.1270 0.3576
C -0.7369 -3.0865 -0.5340
F -0.1903 -3.3034 -1.7349
C -1.8553 -3.8722 -0.2981
F -2.2517 -4.7607 -1.2086
C -2.5650 -3.7415 0.8754
F -3.6278 -4.4961 1.1195
C -2.1529 -2.7878 1.7800
F -2.8095 -2.6258 2.9250

Record 2
80
Properties=species:S:1:pos:R:3 method="wB97M-V/def2-TZVPD" e_above_lowest_ev=2.073 orbital_gap_ev=6.329 total_charge=-1 multiplicity=1 e_tot_ev=-210053.79267 homo_energy_ha=-0.1730
Cd -16.4459 3.4425 10.6227
C -9.7473 6.3424 11.0801
C -9.5504 5.1789 10.3949
C -10.6791 4.4374 10.0040
C -11.9494 4.7735 10.4770
C -12.1616 6.0123 11.1439
C -11.0687 6.7903 11.4312
N -13.0592 4.1746 9.9865
N -12.8850 3.0965 9.2606
C -13.9766 2.5625 8.6191
C -13.5536 1.5291 7.6942
C -14.4807 0.9266 6.8558
C -15.7747 1.4994 6.7746
C -16.1071 2.4743 7.6911
C -15.3504 2.9104 8.8188
H -8.9321 6.9844 11.3450
H -8.5438 4.9127 10.0610
H -10.6058 3.5197 9.3814
H -13.1547 6.3537 11.5087
H -11.0854 7.7334 11.9733
H -12.4941 1.3024 7.7721
H -14.3465 -0.0383 6.3736
H -16.4293 1.3184 5.9200
H -17.0954 2.8953 7.4704
O -17.5486 5.3833 10.7610
C -18.8094 5.3961 10.7182
C -19.6808 4.6733 9.8188
C -20.9253 5.2737 9.6519
C -21.7676 4.5330 8.8084
C -21.4023 3.4973 7.9365
C -20.0838 3.1098 7.9805
C -19.3028 3.4756 9.1107
O -18.4864 2.6436 9.6318
N -23.1824 4.9041 8.7364
O -23.9037 4.2475 7.9561
O -23.6668 5.8310 9.4634
H -19.3881 6.0513 11.4282
H -21.2022 6.1721 10.1736
H -22.1684 2.8934 7.3999
H -19.7875 2.3083 7.3231
Br -13.8009 5.9407 14.9622
C -15.1074 4.6008 14.8186
C -15.6900 4.2294 16.0729
C -16.5616 3.1699 16.1323
Br -17.0572 2.3742 17.7852
C -17.2056 2.7067 14.9318
C -18.2787 1.8011 14.9758
C -18.7618 1.2218 13.8301
C -18.1501 1.6507 12.6478
N -17.1181 2.4742 12.5813
C -16.6205 3.0228 13.6932
C -15.5466 4.0353 13.5502
O -15.1202 4.3359 12.4109
H -15.4748 4.7716 16.9647
H -18.6314 1.4643 15.9283
H -19.5422 0.3913 13.7463
H -18.5010 1.3037 11.6962
Te -14.9673 5.9946 9.0914
C -13.5865 6.1859 7.5307
C -13.8189 5.2737 6.4627
C -12.9378 5.3033 5.3827
C -11.7738 6.0839 5.3807
C -11.6094 7.0021 6.4549
C -12.4414 6.9856 7.5328
C -16.4594 7.3512 8.3683
C -17.0349 6.9379 7.1586
C -17.8781 7.8184 6.4138
C -18.2192 9.0542 6.9717
C -17.6422 9.4021 8.2278
C -16.6411 8.6563 8.8460
H -14.6284 4.5281 6.4781
H -13.1634 4.6306 4.5834
H -11.0237 6.0332 4.5787
H -10.8349 7.7778 6.3751
H -12.2414 7.5062 8.4322
H -16.9457 6.0002 6.7454
H -18.2839 7.4479 5.4868
H -18.8893 9.7572 6.4895
H -18.0599 10.2845 8.7144
H -16.1461 9.0984 9.6878

Record 3
82
Properties=species:S:1:pos:R:3 method="wB97M-V/def2-TZVPD" e_above_lowest_ev=0.000 orbital_gap_ev="7.198 / 7.331" s_squared=6.127 total_charge=+1 multiplicity=5 e_tot_ev=-341837.51085 homo_energy_ha="-0.3779 / -0.3810"
Mn -0.1329 -0.2450 0.1284
Br 0.2754 4.7341 0.7058
C 1.6287 3.4357 0.5726
C 2.9771 3.8220 0.7068
C 3.9854 2.9064 0.6201
Br 5.7758 3.4735 0.8124
C 3.6923 1.5368 0.3975
C 4.6378 0.4939 0.3046
C 4.2193 -0.7941 0.1035
C 2.8497 -1.0663 -0.0095
N 1.9397 -0.1161 0.0715
C 2.3379 1.1794 0.2687
C 1.2757 2.1254 0.3437
O 0.0452 1.6849 0.1932
H 3.2051 4.8642 0.8818
H 5.6907 0.7250 0.3948
H 4.9268 -1.6070 0.0284
H 2.4874 -2.0728 -0.1735
Cl 3.9067 -3.8206 7.2820
C 2.2771 -3.5195 6.7878
C 1.8972 -3.7673 5.4788
C 0.5894 -3.5209 5.0971
C -0.3501 -3.0311 5.9979
C -1.7583 -2.7150 5.5517
C -1.9593 -1.2052 5.3436
N -1.0882 -0.7127 4.2899
C 0.2136 -0.2904 4.4342
C 0.6958 -0.1147 3.1774
N -0.2925 -0.4270 2.2673
C -1.3483 -0.7782 2.9758
O -2.0335 -3.3880 4.3364
C -3.2742 -4.0960 4.3274
C -4.4516 -3.1689 4.3570
C -4.8914 -2.4669 3.2749
Cl -4.2686 -2.5755 1.6762
S -6.1958 -1.4189 3.6335
C -6.1665 -1.8944 5.2774
C -5.2093 -2.8293 5.5175
C 0.0675 -2.7979 7.3045
Cl -1.0593 -2.1969 8.4890
C 1.3686 -3.0363 7.7141
H 2.6185 -4.1511 4.7711
H 0.2828 -3.7139 4.0779
H -2.4623 -3.0231 6.3299
H -1.7416 -0.6593 6.2595
H -2.9931 -1.0125 5.0583
H 0.6678 -0.1629 5.4014
H 1.6716 0.2204 2.8699
H -2.2956 -1.1092 2.5791
H -3.3137 -4.7846 5.1766
H -3.2655 -4.6790 3.4071
H -6.8714 -1.4711 5.9742
H -5.0443 -3.2749 6.4890
H 1.6641 -2.8546 8.7372
Br -5.2580 -2.0786 -2.0841
C -4.2837 -0.7455 -1.1881
C -4.8955 0.4161 -0.7486
C -4.1210 1.3507 -0.0826
C -2.7764 1.1015 0.1155
N -2.1929 -0.0296 -0.3120
C -2.9367 -0.9414 -0.9522
H -5.9494 0.5824 -0.9252
H -4.5496 2.2762 0.2744
H -2.1282 1.8157 0.6047
H -2.4383 -1.8411 -1.2833
C -0.7227 -6.0243 0.7096
C -0.7591 -4.9456 1.6189
C -0.5491 -3.6671 1.1870
C -0.2938 -3.3873 -0.1809
C -0.0835 -2.0710 -0.6850
C 0.1626 -1.8848 -2.0225
C 0.2006 -2.9698 -2.9287
C -0.0069 -4.2355 -2.4670
C -0.2582 -4.4769 -1.0923
C -0.4767 -5.7923 -0.6120
H -0.8876 -7.0333 1.0640
H -0.9512 -5.1313 2.6688
H -0.5718 -2.8527 1.8954
H 0.3262 -0.8837 -2.4208
H 0.3937 -2.7889 -3.9779
H 0.0183 -5.0797 -3.1453
H -0.4448 -6.6131 -1.3183

Record 4
77
Properties=species:S:1:pos:R:3 method="wB97M-V/def2-TZVPD" e_above_lowest_ev=0.000 orbital_gap_ev="7.647 / 7.844" s_squared=0.771 multiplicity=2 e_tot_ev=-108123.00616 homo_energy_ha="-0.2878 / -0.2938"
Co -0.7760 -0.9246 -0.1658
O 1.6408 -4.0030 -1.8967
C 0.7725 -3.2105 -1.2615
O 1.1265 -2.3539 -0.4845
C -0.6532 -3.5085 -1.5606
C -1.0335 -4.5459 -2.3829
C -2.3964 -4.7857 -2.5387
C -3.2905 -4.0276 -1.8180
C -2.8202 -3.0257 -0.9631
N -1.5242 -2.7357 -0.8924
C -3.8026 -2.3353 -0.0147
O -4.8473 -1.9282 -0.5196
O -3.4254 -2.3286 1.1876
H 2.5275 -3.7323 -1.6145
H -0.2846 -5.1430 -2.8808
H -2.7416 -5.5722 -3.1967
H -4.3597 -4.1726 -1.8800
C -4.3786 1.4914 0.8140
C -4.4558 2.2921 -0.3115
C -3.5568 2.0865 -1.3398
C -2.6000 1.0835 -1.2242
N -2.5090 0.3296 -0.1145
C -3.3876 0.5314 0.8692
C -1.6249 0.7436 -2.2778
C -1.6659 1.3309 -3.5420
C -0.7577 0.9577 -4.5183
C 0.1951 -0.0064 -4.2215
C 0.2432 -0.5733 -2.9553
C -0.6581 -0.2222 -1.9496
H -5.0744 1.5914 1.6347
H -5.2135 3.0607 -0.3945
H -3.6013 2.6933 -2.2319
H -3.3136 -0.1293 1.7196
H -2.4180 2.0723 -3.7799
H -0.7981 1.4089 -5.5014
H 0.9164 -0.3050 -4.9733
H 1.0483 -1.2713 -2.7575
I -0.9946 -1.9775 2.2047
C 0.9529 -1.8757 3.0123
C 1.2645 -2.9980 3.7332
C 2.4238 -3.0727 4.5283
C 3.2208 -1.9778 4.6335
C 2.9331 -0.7989 3.9021
C 3.7568 0.3327 4.1008
C 3.5137 1.4953 3.4369
C 2.4912 1.5250 2.4771
C 1.6822 0.4446 2.2117
P 0.7000 0.6620 0.6534
C -0.0298 2.3035 1.0067
C -1.0414 2.3120 1.9668
C -1.6526 3.4959 2.3409
C -1.2631 4.6934 1.7557
C -0.2522 4.6962 0.8078
C 0.3653 3.5085 0.4364
C 2.0630 0.9637 -0.5321
C 1.8352 1.6917 -1.6994
C 2.8399 1.8494 -2.6419
C 4.0740 1.2459 -2.4546
C 4.2976 0.4824 -1.3175
C 3.3023 0.3469 -0.3615
C 1.8236 -0.7421 3.0029
H 0.5845 -3.8403 3.7206
H 2.6415 -3.9778 5.0794
H 4.0869 -1.9785 5.2838
H 4.5743 0.2545 4.8073
H 4.1224 2.3738 3.6045
H 2.3740 2.4263 1.8882
H -1.3457 1.3814 2.4326
H -2.4383 3.4820 3.0853
H -1.7433 5.6201 2.0420
H 0.0646 5.6266 0.3542
H 1.1645 3.5366 -0.2918
H 0.8596 2.1204 -1.8943
H 2.6434 2.4258 -3.5367
H 4.8554 1.3622 -3.1947
H 5.2532 -0.0042 -1.1675
H 3.4950 -0.2481 0.5219

Record 5
85
Properties=species:S:1:pos:R:3 method="wB97M-V/def2-TZVPD" e_above_lowest_ev=0.000 orbital_gap_ev="5.730 / 5.143" s_squared=0.774 total_charge=-2 multiplicity=2 e_tot_ev=-100310.82593 homo_energy_ha="-0.0664 / -0.0449"
Mn -1.7044 0.6055 1.7717
O -1.3163 -4.0031 -0.9774
C -1.0800 -3.0964 -1.9350
C -0.8116 -3.5560 -3.2271
C -0.5805 -2.6630 -4.2580
C -0.5994 -1.2927 -4.0216
C -0.8299 -0.8338 -2.7343
C -1.0698 -1.7103 -1.6807
C -1.3515 -1.1360 -0.3298
O -1.0656 0.0758 -0.1159
N -1.9011 -1.9633 0.5449
N -2.1493 -1.3102 1.7432
C -2.6366 -2.0144 2.6966
C -2.9802 -1.4921 4.0050
C -3.4787 -2.4097 4.9394
C -3.8642 -2.0509 6.2140
C -3.7535 -0.7018 6.5780
C -3.2743 0.2295 5.6906
C -2.8595 -0.1063 4.3667
O -2.4269 0.8264 3.6031
H -1.5053 -3.4727 -0.1377
H -0.7967 -4.6260 -3.3929
H -0.3818 -3.0397 -5.2552
H -0.4301 -0.5947 -4.8323
H -0.8406 0.2240 -2.5003
H -2.8142 -3.0752 2.5131
H -3.5567 -3.4486 4.6304
H -4.2403 -2.7902 6.9103
H -4.0479 -0.3853 7.5741
H -3.1869 1.2735 5.9682
F -6.7365 0.5397 -0.3185
C -5.6340 1.2519 0.0599
C -4.5356 0.5991 0.5641
C -3.3980 1.3202 0.9582
C -3.4360 2.7295 0.8087
C -4.5750 3.3328 0.2905
F -4.6517 4.6936 0.1350
C -5.6950 2.6276 -0.0934
C -2.2089 3.4289 1.2196
C -1.9771 4.8063 1.1559
C -0.7521 5.3121 1.5482
C 0.2304 4.4444 1.9992
C -0.0666 3.0945 2.0459
N -1.2479 2.5970 1.6780
H -4.5644 -0.4820 0.6547
H -6.5678 3.1247 -0.4906
H -2.7505 5.4643 0.7964
H -0.5670 6.3793 1.4982
H 1.2066 4.7923 2.3086
H 0.6592 2.3659 2.3791
C 3.1685 1.9910 -5.1638
C 3.4068 0.6683 -4.4857
C 4.6124 -0.0093 -4.6168
C 4.8389 -1.1991 -3.9399
C 3.8452 -1.7543 -3.1436
N 4.1237 -2.9508 -2.4476
C 3.5756 -3.4211 -1.2678
O 3.5662 -4.6206 -1.0347
N 3.0645 -2.5038 -0.3981
C 3.3252 -1.1158 -0.3052
C 4.5786 -0.5703 -0.5290
C 4.7259 0.8011 -0.4153
C 3.6295 1.5598 -0.0382
N 2.4353 1.0369 0.2187
C 2.2819 -0.2726 0.0642
C 2.6166 -1.1109 -3.0410
C 2.4186 0.0951 -3.6890
H 4.0118 2.2661 -5.7984
H 3.0267 2.7851 -4.4281
H 2.2717 1.9610 -5.7857
H 5.3998 0.4110 -5.2331
H 5.8016 -1.6930 -4.0075
H 4.5293 -3.7061 -2.9755
H 2.5485 -2.9232 0.3619
H 5.4159 -1.2076 -0.7829
H 5.6871 1.2705 -0.5783
H 3.7207 2.6334 0.0900
H 1.2944 -0.6745 0.2687
H 1.8200 -1.5383 -2.4434
H 1.4657 0.5969 -3.5673
N 0.1559 0.0210 2.5984
C 1.2206 -0.3231 2.9105
N 2.3690 -0.8455 3.2477
C 3.4273 -0.0680 3.3521
N 4.4222 0.5265 3.4554

Record 6
85
Properties=species:S:1:pos:R:3 method="wB97M-V/def2-TZVPD" e_above_lowest_ev=0.489 orbital_gap_ev="5.476 / 4.822" s_squared=0.779 total_charge=-2 multiplicity=2 e_tot_ev=-100310.33742 homo_energy_ha="-0.0596 / -0.0355"
Mn 0.4695 -0.4193 0.4912
O 0.1229 3.7934 1.7537
C 0.1336 4.3668 0.5465
C 0.1411 5.7631 0.4868
C 0.1332 6.4184 -0.7283
C 0.1106 5.6879 -1.9129
C 0.1197 4.3038 -1.8580
C 0.1424 3.6145 -0.6474
C 0.2065 2.1294 -0.5939
O 0.2148 1.5903 0.5610
N 0.2366 1.4423 -1.7114
N 0.3624 0.0842 -1.4315
C 0.2662 -0.7233 -2.4178
C 0.4059 -2.1588 -2.3119
C 0.2134 -2.9271 -3.4680
C 0.3044 -4.3031 -3.4649
C 0.6006 -4.9582 -2.2637
C 0.8148 -4.2392 -1.1111
C 0.7396 -2.8227 -1.0847
O 1.0043 -2.1955 0.0041
H 0.1580 2.8001 1.5824
H 0.1555 6.3116 1.4215
H 0.1564 7.5023 -0.7527
H 0.0952 6.1918 -2.8719
H 0.1303 3.7286 -2.7747
H 0.0595 -0.3009 -3.4023
H -0.0258 -2.4041 -4.3914
H 0.1364 -4.8668 -4.3753
H 0.6596 -6.0418 -2.2380
H 1.0433 -4.7383 -0.1767
F -1.2131 -0.3539 5.6814
C -0.1923 -0.3081 4.7874
C -0.4437 -0.4681 3.4467
C 0.6040 -0.4092 2.5177
C 1.9129 -0.1803 3.0098
C 2.1061 -0.0459 4.3750
F 3.3544 0.1686 4.8971
C 1.0800 -0.0960 5.2911
C 2.9547 -0.0706 1.9830
C 4.3322 -0.0009 2.2111
C 5.2119 0.0870 1.1495
C 4.7046 0.0956 -0.1372
C 3.3330 0.0092 -0.2888
N 2.4750 -0.0617 0.7264
H -1.4650 -0.6470 3.1222
H 1.2635 0.0368 6.3486
H 4.7033 -0.0241 3.2244
H 6.2814 0.1382 1.3188
H 5.3490 0.1704 -1.0030
H 2.8892 -0.0018 -1.2773
C 1.5045 2.7334 -8.8724
C 0.5658 2.6623 -7.6927
C 1.0143 2.3379 -6.4197
C 0.1588 2.3326 -5.3278
C -1.1869 2.6581 -5.4815
N -1.9942 2.6879 -4.3164
C -3.2263 3.2779 -4.2400
O -3.8477 3.6818 -5.2140
N -3.7990 3.4663 -2.9921
C -3.4662 3.1191 -1.6628
C -3.8644 3.9863 -0.6529
C -3.6343 3.6489 0.6673
C -3.0128 2.4397 0.9460
N -2.6541 1.5958 -0.0070
C -2.8744 1.9166 -1.2775
C -1.6630 2.9451 -6.7636
C -0.7865 2.9512 -7.8403
H 2.5103 2.4157 -8.5949
H 1.5670 3.7560 -9.2540
H 1.1604 2.0993 -9.6930
H 2.0601 2.0907 -6.2659
H 0.5325 2.0861 -4.3395
H -1.5078 2.4640 -3.4525
H -4.5922 4.0752 -3.0819
H -4.3542 4.9189 -0.9131
H -3.9405 4.3116 1.4668
H -2.7939 2.1302 1.9640
H -2.6025 1.1548 -2.0046
H -2.7067 3.1725 -6.9034
H -1.1721 3.1947 -8.8260
N -1.3517 -1.0144 0.4860
C -2.3812 -1.5405 0.4099
N -3.5979 -1.9788 0.4563
C -4.2440 -2.9752 -0.0628
N -4.9298 -3.8329 -0.4675